# 1
Molecular formula: C48H69Cl4O5P4SiTi
Method: DFT, ωB97M-V/def2-TZVPD

Positions of all 132 atoms, in Å:
Ti -0.844 0.676 0.137
Cl 1.959 6.703 -0.726
Cl 1.355 3.511 3.624
Cl 2.336 6.214 2.345
Cl 0.709 4.433 -2.514
P 0.817 -1.113 -2.897
P 3.106 0.681 0.372
P -2.843 2.336 0.355
P -1.806 -0.500 2.336
Si 0.584 -1.590 0.344
O 0.049 1.953 -0.938
O -2.808 2.501 -1.304
O 0.156 1.655 1.576
O -2.034 3.734 0.815
O -2.040 -0.294 -0.838
C 1.036 -3.438 2.608
C 4.084 -3.814 -0.217
C 0.260 -2.391 2.088
C 2.778 -3.370 -0.090
C -3.857 -2.447 3.071
C -0.730 -1.863 2.931
C -4.561 -0.512 1.646
C 4.374 3.042 -0.290
C -1.337 -4.931 -1.357
C 5.145 0.780 2.438
C -1.314 -0.810 -4.942
C -0.801 -3.999 -0.479
C -0.157 -2.841 -0.924
C -3.398 -1.423 2.035
C 1.638 4.985 1.345
C 0.583 2.973 -0.268
C 0.374 1.014 -4.562
C -3.787 -1.870 -1.530
C 0.939 4.187 -0.819
C 3.086 -2.625 -3.432
C 3.661 0.948 2.135
C 2.457 -2.019 0.104
C 0.670 2.776 1.133
C -0.130 -3.403 4.705
C -0.073 -2.627 -2.323
C 3.519 -1.098 0.132
C -2.000 0.683 3.767
C 2.106 -1.691 -4.131
C 1.706 -2.274 -5.485
C 2.823 0.049 3.039
C -0.627 -3.569 -3.191
C -2.631 4.576 1.789
C -0.693 0.850 4.544
C -3.681 5.497 1.197
C 4.179 1.295 -2.085
C 4.832 -1.549 -0.036
C -1.254 -4.715 -2.721
C 4.431 1.546 -0.599
C -5.110 2.896 -2.014
C 0.855 -3.938 3.886
C -0.399 -0.137 -3.919
C 1.233 3.773 1.917
C 1.478 5.201 -0.013
C -3.692 3.429 -1.920
C 5.123 -2.895 -0.196
C -0.916 -2.375 4.220
C -3.162 0.475 4.738
C -2.944 -0.647 -1.847
H -4.983 -0.003 2.514
H 1.490 -4.739 4.247
H -5.766 3.635 -2.480
H 4.287 -4.869 -0.362
H -0.780 -1.112 -5.841
H -4.113 6.130 1.976
H -5.364 -1.114 1.213
H 0.161 0.941 3.880
H 3.385 3.447 -0.521
H -0.525 0.015 5.226
H 5.772 1.445 1.840
H 2.611 -2.544 -6.039
H -3.237 6.139 0.434
H 5.106 3.584 -0.895
H -0.577 -3.408 -4.260
H 1.151 -1.567 -6.097
H 3.168 1.611 -2.356
H 4.887 1.860 -2.698
H 1.112 -3.183 -5.383
H -1.815 5.159 2.222
H 3.373 1.985 2.336
H -4.298 -2.200 -2.439
H -4.484 4.913 0.743
H -5.494 2.666 -1.019
H 2.955 0.324 4.090
H 2.643 -0.755 -4.326
H 1.830 -3.861 2.008
H -4.133 0.478 4.247
H -1.686 -1.960 4.856
H 5.338 1.003 3.491
H -0.875 -4.183 0.589
H 3.497 -2.167 -2.534
H -0.281 -3.778 5.710
H 3.916 -2.869 -4.102
H -3.158 1.289 5.468
H -1.822 -5.821 -0.973
H 5.465 -0.248 2.257
H -1.820 -1.691 -4.547
H 4.582 3.257 0.760
H 1.978 -4.101 -0.160
H -0.323 1.712 -5.032
H 5.426 1.175 -0.336
H 0.939 1.569 -3.816
H -3.106 -3.211 3.263
H -3.587 0.217 -2.049
H 4.274 0.236 -2.337
H -3.284 3.615 -2.917
H -2.382 -0.854 -2.760
H -3.154 -2.689 -1.190
H -1.673 -5.429 -3.419
H 5.648 -0.839 -0.041
H -3.106 -1.978 1.136
H 1.765 0.130 2.794
H -3.068 3.976 2.597
H 6.150 -3.219 -0.315
H -4.128 -1.980 4.019
H -3.066 -0.456 5.299
H 1.062 0.659 -5.335
H -2.088 -0.099 -5.249
H -5.137 1.984 -2.614
H -4.543 -1.662 -0.776
H -2.169 1.625 3.232
H -1.031 0.317 -3.150
H -4.752 -2.948 2.690
H -3.669 4.380 -1.381
H 3.116 -0.997 2.924
H -4.277 0.251 0.926
H 2.602 -3.560 -3.140
H -0.749 1.767 5.136

Calculated total energy   -179378.5007 eV
Total charge   -1
HOMO   -3.81 eV

---

# 2
Molecular formula: C48H70I2N6O5S
Method: DFT, ωB97M-V/def2-TZVPD

Positions of all 132 atoms, in Å:
I -2.066 4.766 -5.985
I -3.620 1.969 -5.293
S 0.183 -0.744 -3.193
O -0.067 -4.824 -6.382
O -3.614 -5.583 -0.271
O -5.728 7.469 8.173
O 4.935 3.899 5.948
O 2.977 -1.691 3.708
N -2.204 -6.275 1.429
N -0.384 2.303 2.561
N -2.231 -5.526 -5.951
N 0.031 -0.763 0.344
N 3.667 1.969 5.787
N -5.621 5.390 7.159
C -0.868 -6.273 1.988
C -1.532 1.929 -4.500
C -0.700 3.275 -5.043
C -2.509 -5.621 0.254
C 1.326 -2.998 2.174
C -5.343 4.696 2.238
C 4.279 -0.198 -0.033
C -1.473 1.745 -2.869
C -5.027 4.558 6.134
C 5.176 0.829 -3.480
C 6.034 0.282 -2.154
C -6.620 4.814 8.036
C -3.253 -6.987 2.128
C 5.591 0.551 -0.739
C 1.740 -3.277 -2.740
C 2.827 -2.735 2.849
C -2.990 4.224 -2.468
C 2.233 -4.328 -0.129
C -0.700 0.481 -2.089
C 4.992 -0.418 -4.578
C 0.287 3.930 -3.910
C 0.709 -1.852 -0.421
C -5.267 6.712 7.328
C 3.007 -2.298 -4.997
C -2.247 2.735 -0.220
C -2.835 6.144 2.341
C 1.408 -3.060 0.504
C -4.418 5.956 2.777
C 0.906 -2.013 -2.033
C 2.407 -4.447 -1.763
C -3.013 3.809 0.776
C -0.654 0.287 -0.469
C -2.093 5.076 1.325
C 2.410 2.687 5.833
C 5.074 -2.758 -3.338
C -3.610 -5.160 -5.708
C -2.216 2.867 -1.876
C -4.611 3.604 1.215
C -1.460 1.453 0.423
C 1.972 -3.402 -4.362
C -1.871 -6.929 -5.963
C -1.249 -4.583 -6.171
C -4.490 4.340 -2.350
C 6.388 1.628 0.262
C 3.644 0.526 5.675
C 4.845 2.682 5.853
C -1.480 1.340 2.091
C 4.042 -1.623 -3.917
H -4.533 3.707 6.611
H -2.749 -7.554 -5.775
H 0.301 1.691 3.057
H 5.098 -3.738 -3.987
H -7.551 5.380 7.934
H 2.370 3.390 4.995
H -2.864 -7.453 3.038
H -3.664 -7.756 1.467
H 4.112 1.209 -3.162
H -5.195 3.459 -2.009
H 2.353 -4.507 -4.578
H 0.011 2.936 -5.941
H 3.124 0.251 4.753
H -0.266 4.506 -3.056
H 3.608 -0.714 -0.841
H 2.356 3.251 6.769
H 5.741 2.040 5.810
H 0.637 -0.349 1.086
H -5.028 5.386 -2.551
H -1.640 -5.112 -0.195
H 1.082 4.604 -4.494
H -3.740 -4.074 -5.726
H 0.914 -3.312 -4.905
H 3.474 -1.098 -3.017
H 1.567 1.993 5.772
H 3.627 0.606 0.533
H 3.726 -3.430 2.540
H -1.035 1.026 -5.103
H -2.524 1.671 2.532
H -5.258 2.695 0.846
H 3.109 0.112 6.535
H 6.168 -2.328 -3.339
H -4.293 5.117 5.548
H -4.878 6.733 3.526
H -3.910 -5.540 -4.727
H 0.934 3.026 -3.473
H 4.436 0.041 -5.520
H 7.541 1.471 0.094
H -5.818 4.198 5.469
H -6.273 4.891 9.070
H -4.238 -5.609 -6.483
H 4.690 -0.998 0.743
H 0.664 -2.078 2.545
H 3.683 -2.777 -5.850
H -0.514 -7.306 2.062
H 4.771 -2.996 -2.218
H 6.044 -0.813 -4.925
H -0.966 5.130 0.993
H 4.657 0.116 5.651
H 0.122 2.641 1.707
H -0.179 -5.701 1.362
H -1.268 0.245 2.443
H -1.443 -7.178 -6.938
H -6.796 3.765 7.783
H -6.462 4.539 2.573
H -1.629 -3.549 -6.141
H 3.020 -5.340 -2.207
H 5.849 1.643 -3.997
H 2.338 -1.465 -5.529
H -4.050 -6.283 2.387
H 0.802 -3.959 2.589
H 6.180 1.406 1.404
H -2.221 7.047 2.761
H -2.441 5.136 -2.954
H -1.118 -7.110 -5.191
H 6.076 2.738 0.016
H -4.501 7.049 6.611
H 2.690 -5.136 0.590
H -0.902 -5.826 2.986
H 7.045 -0.320 -2.278

Calculated total energy   -97089.4057 eV
Total charge   0
HOMO   -7.23 eV

---

# 3
Molecular formula: C48H76BN8O5Ti
Method: DFT, ωB97M-V/def2-TZVPD

Positions of all 139 atoms, in Å:
Ti 0.079 -0.621 -0.098
O 1.120 0.720 -0.920
O 1.056 -2.019 -0.657
O -1.869 -2.182 -0.868
O -2.140 -2.695 -5.299
O -0.290 1.186 -3.340
N 0.966 0.529 1.764
N -2.171 0.027 1.759
N -0.402 -2.111 1.854
N 0.006 0.966 2.620
N -0.511 -1.435 3.025
N -0.922 -0.562 -2.084
N -1.809 0.615 0.574
N -2.266 -2.269 -3.090
C 0.191 2.935 5.631
C -1.369 -5.019 0.903
C -4.035 0.376 0.634
C -2.931 1.740 -1.294
C 2.157 2.413 -2.285
C 3.702 0.369 -2.173
C 4.421 2.028 1.761
C 1.057 -3.880 -2.210
C 4.790 4.192 -5.165
C 0.130 -3.474 3.545
C 3.303 1.721 -2.694
C -0.773 4.180 3.668
C -2.549 0.360 -5.004
C -1.359 -0.537 -4.565
C 0.427 2.046 3.297
C 1.844 3.683 -2.827
C -0.164 -2.228 4.060
C 1.817 -2.690 -1.643
C 0.585 4.451 -2.503
C 2.712 4.236 -3.755
C -0.263 -0.533 -5.639
C 1.037 -1.179 -5.195
C -1.703 -1.678 -1.970
C -3.622 -2.156 3.343
C -3.072 0.108 -6.410
C 3.781 -0.401 1.653
C -0.448 2.803 4.252
C 1.733 2.302 2.907
C -1.071 -1.097 6.221
C -4.260 -0.842 2.896
C 1.167 1.869 -1.356
C 0.020 -4.424 1.125
C 0.078 -1.775 5.476
C 1.335 -0.901 5.510
C -0.048 -3.350 2.160
C -2.947 0.868 -0.077
C 3.152 -3.101 -1.050
C -4.156 1.515 -2.168
C -4.560 0.082 4.078
C -3.498 -0.163 1.794
C -1.916 -1.938 -4.383
C 2.028 1.315 1.963
C 1.034 -5.504 1.484
C 4.134 2.321 -3.626
C 3.862 3.571 -4.162
C -0.800 0.070 -3.268
C -2.835 3.205 -0.854
C 3.358 1.026 1.327
B -1.139 -0.029 2.929
H -3.952 0.725 -6.586
H -1.334 -5.789 0.131
H -2.015 -1.628 6.108
H 5.372 1.809 1.274
H 0.520 4.720 -1.448
H -2.027 1.519 -1.867
H 4.018 -0.266 -3.000
H -3.257 -2.741 2.498
H -5.147 -0.448 4.828
H -4.352 -2.754 3.890
H 3.043 -1.131 1.313
H 0.441 -4.339 4.100
H 0.139 4.763 3.537
H 1.092 -4.742 -1.542
H 1.195 -0.010 4.898
H -1.259 4.093 2.698
H -3.361 0.233 -4.285
H -3.351 -0.932 -6.561
H -0.831 -1.068 7.284
H 0.488 1.971 6.037
H 3.002 -3.818 -0.241
H 4.554 0.466 -1.497
H -5.067 1.814 -1.647
H 4.982 3.510 -5.993
H 0.294 -2.704 6.015
H 0.377 2.552 -1.016
H 0.012 -3.642 -2.393
H 1.768 -1.179 -6.003
H -0.090 0.505 -5.929
H 1.999 -5.083 1.762
H -0.507 3.397 6.328
H -2.335 0.370 -7.167
H 2.908 -0.141 -1.631
H 1.478 -0.640 -4.355
H 5.019 1.785 -3.946
H -2.803 3.870 -1.719
H -3.698 3.482 -0.245
H -1.383 2.251 4.352
H -1.226 -0.072 5.894
H 1.081 3.564 5.584
H 3.890 -0.523 2.732
H 2.474 5.202 -4.182
H -0.657 -1.063 -6.508
H 0.565 5.376 -3.075
H 1.562 -0.580 6.527
H -1.681 0.264 3.943
H -1.740 -5.480 1.821
H 3.779 -3.570 -1.811
H 1.190 -6.177 0.639
H 3.687 -2.245 -0.648
H 1.505 -4.181 -3.160
H 5.751 4.427 -4.708
H 2.198 -1.436 5.115
H 4.148 3.052 1.510
H -5.224 -1.083 2.429
H 0.325 -3.944 0.196
H 2.378 3.079 3.266
H -1.939 3.374 -0.257
H 4.740 -0.633 1.185
H -5.074 0.402 0.361
H -4.265 0.467 -2.445
H 0.688 -6.115 2.320
H -3.644 0.421 4.554
H -2.196 1.390 -4.903
H 3.248 1.102 0.247
H -2.708 -3.172 -2.941
H -1.435 4.734 4.333
H 1.994 -1.981 -2.469
H 4.586 1.979 2.838
H -2.076 -4.252 0.589
H 0.883 -2.215 -4.896
H -4.091 2.107 -3.080
H -5.124 0.959 3.764
H -0.304 3.876 -2.760
H -2.775 -1.981 4.004
H 4.375 5.112 -5.568

Calculated total energy   -96969.1688 eV
Spin multiplicity   2
Total charge   0
HOMO (spin up / spin down)   -7.16 / -8.37 eV